DFT (wB97M-V/def2-TZVPD) results for 3 unconnected molecules or ions with the total composition C5H13NO.

The HOMO energy (spin up / spin down) is -7.557 / -7.558 eV. The total charge is 0. The calculation puts the calculated total energy at -328.1362 Ha. The calculation puts the energy relative to the best compared isomer or geometry (same formula, charge and spin) at 4.969 eV. The LUMO energy (spin up / spin down) is -0.6 / -0.6 eV.

CARTESIAN COORDINATES (ANGSTROEM)
C 1.1883 -1.0179 -0.0885
C 1.2490 -1.2247 1.3681
O 1.1473 1.3509 0.1009
H 2.0382 1.5961 -0.1816
H 0.6432 -1.7263 -0.6889
H 2.0316 -0.5691 -0.5793
H 2.1777 -1.7635 1.6090
H 0.4057 -1.7977 1.7505
H 1.3082 -0.2574 1.8728
C -1.4938 0.5783 0.9500
N -0.5386 1.3274 -1.8070
C -1.0764 0.1299 -1.5243
C -1.3388 -0.3071 -0.2467
H -0.2893 1.4898 -2.7703
H 0.1821 1.6103 -1.0472
H -1.2863 -0.5404 -2.3561
H -1.7310 -1.3156 -0.1650
H -2.4620 0.3860 1.4235
H -1.4338 1.6304 0.6755
H -0.7213 0.4206 1.7045

Force components x, y, z for each atom (eV/Å):
C -0.082 0.266 0.064
C -0.103 0.035 0.034
O 0.059 -0.336 0.013
H -0.073 -0.014 0.003
H -0.062 0.018 0.008
H 0.012 0.052 0.016
H -0.047 0.051 -0.099
H 0.024 0.022 -0.039
H 0.006 -0.020 -0.045
C 0.022 0.020 0.008
N 0.030 0.058 0.044
C 0.133 -0.073 0.277
C 0.210 0.010 -0.183
H -0.036 -0.039 0.076
H -0.114 -0.066 -0.113
H 0.010 0.012 0.019
H -0.037 0.007 -0.032
H 0.055 0.016 -0.027
H -0.011 -0.020 -0.029
H 0.004 -0.001 0.005